{"formula": "C6H8N2", "method": "ωB97M-V with the def2-TZVPD basis set", "species": ["H", "C", "C", "C", "C", "H", "C", "H", "N", "H", "N", "H", "H", "H", "C", "H"], "xyz": [[1.90, -2.17, -0.98], [-1.52, 0.46, -1.28], [-2.34, 1.31, -0.75], [2.13, -1.92, 0.40], [1.39, -0.66, 0.74], [2.00, 0.31, 0.73], [-1.75, 2.16, 0.22], [-1.65, -0.27, -2.13], [-0.50, 1.79, 0.55], [-3.59, 1.36, -0.95], [0.32, -0.56, 0.04], [3.36, -2.02, 0.62], [-2.05, 3.27, 0.32], [1.10, -0.64, 1.84], [-0.48, 0.41, -0.11], [1.69, -2.84, 0.74]], "largest_force_ha_per_bohr": 0.173, "de_lowest_kcal_mol": 125.1, "lumo_ha": -0.0242, "e_homo_ev": -9.233, "total_charge": 0, "orbital_gap_ev": 8.57, "energy_ha": -342.7346}